A 3-piece molecular cluster, C32H63IN2O5 overall, computed with the ωB97M-V functional and the def2-TZVPD basis.

Structure (XYZ):
```
103
Properties=species:S:1:pos:R:3:mulliken_charge:R:1
C 11.69466 1.07728 -0.36562 -1.08
C 10.32531 0.62914 -0.91409 -0.33
C 9.99582 1.16841 -2.31969 -0.84
C 8.54187 1.61888 -2.49031 -0.93
C 7.54930 0.47315 -2.76089 -0.49
C 6.51579 0.77787 -3.85493 -0.97
C 5.13864 0.14697 -3.60487 -0.19
C 4.45312 -0.27828 -4.90154 -0.69
C 3.04347 -0.86316 -4.74867 -1.07
C 2.19960 -0.24116 -3.65697 -0.37
O 2.23025 1.19519 -3.82646 -0.38
C 1.73954 1.87132 -2.75414 0.59
O 2.41851 2.31740 -1.89033 -0.51
O 0.38930 1.97033 -2.73518 -0.02
C -0.31413 2.25281 -3.94370 -0.54
C -0.89893 3.67930 -4.03499 -0.31
C -0.42652 4.38883 -5.29541 -1.43
I -0.47577 4.90268 -2.33357 0.05
H 12.28384 0.23317 -0.00759 0.29
H 11.58228 1.77548 0.46496 0.27
H 12.28059 1.58514 -1.13444 0.33
H 10.30758 -0.46287 -0.93718 0.27
H 9.53920 0.93468 -0.21878 0.34
H 10.20246 0.38661 -3.05740 0.35
H 10.65162 2.01465 -2.54115 0.44
H 8.24234 2.13946 -1.57473 0.35
H 8.48544 2.35301 -3.29898 0.44
H 8.11332 -0.42572 -3.03119 0.32
H 7.00403 0.23494 -1.84291 0.35
H 6.89292 0.45940 -4.83269 0.32
H 6.39596 1.86386 -3.91951 0.46
H 5.25860 -0.72413 -2.94928 0.29
H 4.52109 0.86764 -3.06503 0.22
H 4.44503 0.55295 -5.61097 0.31
H 5.08645 -1.04936 -5.35318 0.42
H 3.10802 -1.93680 -4.55077 0.37
H 2.49466 -0.75134 -5.68749 0.32
H 2.55185 -0.50207 -2.65498 0.32
H 1.16046 -0.57393 -3.74338 0.45
H -1.13118 1.53246 -3.99402 0.25
H 0.34149 2.07662 -4.79713 0.39
H -1.98330 3.59798 -4.04670 0.46
H -0.89425 5.36609 -5.40342 0.41
H -0.68293 3.79080 -6.17588 0.38
H 0.65631 4.52715 -5.28113 0.39
C -2.80944 2.26757 2.11641 -1.91
C -2.04769 1.16678 2.87974 2.26
C -1.22252 1.75805 4.03109 -1.39
C 0.03614 2.49815 3.58257 -0.49
C 0.88694 1.62829 2.66000 -1.44
C 0.10247 1.09889 1.45621 1.91
N -1.12455 0.40733 1.97187 0.57
O -0.90765 -0.79253 2.34957 -0.65
C -0.23197 2.22916 0.48277 -1.60
C 0.93553 0.08130 0.68397 -1.94
C -3.07476 0.18591 3.43027 -2.42
H -2.87261 2.04091 1.05354 0.28
H -3.82943 2.33220 2.49467 0.53
H -2.35771 3.25228 2.23007 0.32
H -0.93223 0.94287 4.70126 0.41
H -1.87351 2.42392 4.60429 0.36
H -0.22319 3.43840 3.08851 0.29
H 0.62186 2.77006 4.46304 0.43
H 1.75008 2.18712 2.28943 0.41
H 1.27510 0.77646 3.22741 0.38
H -0.87085 1.86590 -0.32173 0.32
H 0.69290 2.58625 0.03077 0.35
H -0.71613 3.08812 0.93812 0.17
H 1.28438 -0.72710 1.32122 0.48
H 1.80073 0.59562 0.25987 0.41
H 0.35204 -0.35128 -0.13146 0.42
H -3.62806 -0.29999 2.62644 0.53
H -3.78892 0.73513 4.04700 0.52
H -2.61015 -0.58296 4.04268 0.43
C -8.09014 -3.18349 4.39112 -1.75
C -7.74992 -2.52465 3.04098 1.83
C -8.34053 -3.31995 1.86881 -1.27
C -7.60594 -4.62363 1.56683 -0.48
C -6.10850 -4.38273 1.39386 -1.29
C -5.47551 -3.66299 2.58847 1.79
N -6.26546 -2.40986 2.84371 0.64
O -5.93125 -1.44267 2.08253 -0.63
C -5.43454 -4.57672 3.81652 -1.77
C -4.03770 -3.26941 2.27068 -2.02
C -8.33297 -1.11524 3.04655 -2.01
H -7.27786 -3.06408 5.10602 0.31
H -8.97112 -2.70537 4.81872 0.47
H -8.31358 -4.24552 4.29931 0.33
H -8.31839 -2.68734 0.97625 0.41
H -9.39256 -3.51782 2.09185 0.35
H -7.78770 -5.36141 2.35326 0.30
H -8.01056 -5.05457 0.64900 0.38
H -5.58046 -5.32764 1.24197 0.40
H -5.94403 -3.77727 0.49737 0.38
H -5.07363 -4.03065 4.68903 0.36
H -4.73610 -5.38998 3.61613 0.44
H -6.39000 -5.02769 4.06528 0.34
H -3.96762 -2.67725 1.36245 0.39
H -3.44819 -4.17814 2.13787 0.49
H -3.59976 -2.69237 3.08448 0.36
H -7.87336 -0.50741 3.82699 0.45
H -9.40360 -1.18629 3.24656 0.48
H -8.18959 -0.61344 2.09408 0.37
```

Values from the calculation:
- multiplicity = 3
- net charge = 0
- <S²> = 2.0082
- LUMO (spin up / spin down) (eV) = 0.563 / 0.558

***

A 4-piece molecular cluster, C32H64BFN3O7 overall at a distorted geometry, computed with the ωB97M-V functional and the def2-TZVPD basis.

Structure (XYZ):
```
108
Properties=species:S:1:pos:R:3:mulliken_charge:R:1
C 2.14937 -5.18790 -5.33588 -1.09
C 2.66453 -4.00613 -6.15424 -0.27
F 3.94638 -3.67388 -5.80889 -0.32
C 1.74143 -2.80108 -6.24890 0.54
C 0.32655 -3.30029 -6.64136 -1.15
B -0.76564 -3.27564 -5.49203 0.54
O -1.52176 -4.38783 -5.20631 -0.54
O -1.05011 -2.18132 -4.76577 -0.45
O 1.75380 -1.88324 -5.16611 -0.35
C 2.10871 -2.34377 -3.95374 -0.07
O 1.54592 -1.97809 -3.02088 -0.61
H 1.44756 -4.90669 -4.55977 0.26
H 1.69460 -5.90470 -6.00013 0.37
H 2.98726 -5.70320 -4.88989 0.37
H 2.74307 -4.37890 -7.16752 0.49
H 2.08219 -2.24761 -7.11223 0.29
H 0.37454 -4.27327 -7.10978 0.43
H -0.03918 -2.63636 -7.41831 0.23
H -1.22624 -5.09320 -5.79291 0.30
H -1.42284 -2.47068 -3.92272 0.27
H 2.96150 -3.00253 -3.78204 0.60
C -1.00917 0.34081 -1.19561 -1.83
C -0.42129 -0.19601 0.12791 2.32
C -1.25134 -1.38506 0.61654 -1.34
C -2.60804 -0.98133 1.19336 -0.66
C -2.44185 0.08587 2.27376 -0.70
C -1.63116 1.29582 1.81178 1.79
N -0.35590 0.89090 1.15156 0.41
O 0.49674 0.56591 2.05461 -0.62
C -2.48427 2.15852 0.86107 -1.81
C -1.36946 2.20473 3.01062 -1.63
C 0.97457 -0.68408 -0.24432 -2.17
H -0.63067 1.33966 -1.41623 0.41
H -0.72222 -0.30337 -2.02802 0.34
H -2.09750 0.37244 -1.20881 0.25
H -0.69360 -1.92763 1.38701 0.45
H -1.39781 -2.08769 -0.20775 0.30
H -3.27170 -0.62310 0.40114 0.29
H -3.09612 -1.85944 1.62295 0.45
H -3.42490 0.41566 2.61791 -0.24
H -1.95411 -0.37166 3.14125 0.48
H -1.88150 2.94537 0.40455 0.37
H -3.29020 2.64080 1.41544 0.42
H -2.96806 1.59346 0.06765 0.32
H -0.86141 1.68780 3.82400 0.36
H -2.31261 2.57177 3.41494 0.30
H -0.76606 3.06905 2.72562 0.47
H 1.60387 0.14234 -0.58203 0.55
H 0.90632 -1.40635 -1.05667 0.50
H 1.47860 -1.18005 0.58546 0.35
C -8.10352 2.70344 5.20739 -1.80
C -6.90004 1.86072 4.73106 1.88
C -7.00193 0.44610 5.30509 -1.27
C -6.67354 0.37096 6.79504 -0.50
C -5.31681 1.01150 7.08145 -1.27
C -5.19061 2.43525 6.53591 1.83
N -5.61663 2.52226 5.10903 0.16
O -4.67706 2.06427 4.36695 -0.32
C -6.01601 3.40290 7.40786 -1.71
C -3.74639 2.90463 6.70139 -1.89
C -7.04761 1.79316 3.21236 -1.82
H -7.91921 3.76850 5.06105 0.35
H -8.99629 2.44854 4.63654 0.48
H -8.36617 2.53761 6.25006 0.30
H -6.31749 -0.21695 4.76542 0.33
H -8.00729 0.05607 5.13115 0.36
H -7.45689 0.85145 7.38768 0.32
H -6.65488 -0.67447 7.10966 0.39
H -5.13410 1.01796 8.15817 0.38
H -4.53552 0.38176 6.64311 0.33
H -6.06011 4.39375 6.95337 0.37
H -5.55354 3.51288 8.38875 0.46
H -7.03257 3.06728 7.59753 0.29
H -3.03464 2.23765 6.21669 0.27
H -3.48684 2.93342 7.75917 0.45
H -3.60963 3.90762 6.29324 0.46
H -6.95991 2.78456 2.76411 0.46
H -8.02710 1.39179 2.95459 0.46
H -6.30654 1.14147 2.75121 0.22
C 4.69654 0.88350 -3.37366 -1.57
C 5.94604 0.12620 -3.87687 1.82
C 5.93346 -1.30141 -3.33166 -0.33
C 6.27664 -1.38780 -1.84535 -0.46
C 7.59553 -0.67415 -1.55412 -1.38
C 7.63135 0.76563 -2.07157 1.72
N 7.18990 0.85471 -3.49335 0.47
O 8.15087 0.47238 -4.25457 -0.61
C 6.75475 1.66308 -1.17476 -1.75
C 9.04482 1.31915 -1.90484 -1.82
C 5.78429 0.08096 -5.39481 -1.67
H 4.81399 1.96064 -3.49889 0.38
H 3.81510 0.58634 -3.94296 0.48
H 4.45294 0.68052 -2.33268 -0.01
H 6.65021 -1.91451 -3.88788 0.49
H 4.95132 -1.74587 -3.50580 -0.56
H 5.47105 -0.96596 -1.23808 0.18
H 6.35830 -2.43678 -1.55238 0.46
H 7.78504 -0.67861 -0.47848 0.41
H 8.40991 -1.24704 -2.00997 0.35
H 6.64683 2.65821 -1.60869 0.38
H 7.21661 1.78151 -0.19445 0.47
H 5.76204 1.26227 -0.98570 0.28
H 9.79227 0.70710 -2.40719 0.36
H 9.30926 1.34250 -0.84801 0.42
H 9.11678 2.33650 -2.29308 0.44
H 5.80659 1.08500 -5.82240 0.45
H 4.82684 -0.37387 -5.64978 0.26
H 6.55727 -0.51506 -5.87769 0.38
```

Values from the calculation:
- multiplicity = 4
- net charge = 0
- <S²> = 3.7620
- LUMO (spin up / spin down) (eV) = 0.234 / 0.208